{
  "formula": "C47H97F4N11O11S4",
  "method": "ωB97M-V/def2-TZVPD",
  "elements": ["C", "C", "C", "O", "H", "H", "H", "H", "H", "H", "H", "C", "C", "N", "C", "C", "N", "C", "C", "H", "H", "H", "H", "H", "H", "H", "H", "H", "H", "H", "C", "C", "N", "C", "C", "N", "C", "C", "H", "H", "H", "H", "H", "H", "H", "H", "H", "H", "H", "C", "C", "N", "C", "C", "N", "C", "C", "H", "H", "H", "H", "H", "H", "H", "H", "H", "H", "H", "C", "C", "C", "N", "C", "C", "C", "C", "C", "H", "H", "H", "H", "H", "H", "H", "H", "H", "H", "H", "H", "H", "H", "H", "H", "H", "H", "C", "C", "C", "N", "C", "C", "C", "C", "C", "H", "H", "H", "H", "H", "H", "H", "H", "H", "H", "H", "H", "H", "H", "H", "H", "H", "H", "C", "C", "C", "N", "C", "C", "C", "C", "C", "H", "H", "H", "H", "H", "H", "H", "H", "H", "H", "H", "H", "H", "H", "H", "H", "H", "H", "N", "S", "O", "O", "F", "S", "O", "O", "F", "N", "S", "O", "O", "F", "S", "O", "O", "F", "C", "C", "O", "O", "H", "H", "H"],
  "xyz": [[1.040651, -0.741572, -0.832800], [0.269168, -0.831891, 0.512326], [-0.192768, 0.520636, 0.991946], [-0.783016, -1.776762, 0.356817], [0.513625, -0.844528, -1.781350], [1.784941, -1.532409, -0.739493], [1.576306, 0.201966, -0.728382], [0.910220, -1.167698, 1.327427], [-1.164886, 0.879823, 0.654211], [0.568353, 1.284242, 0.831631], [-0.321415, 0.502695, 2.074181], [-2.596505, -2.954152, -3.717318], [-1.609586, -3.991234, -4.276933], [-0.921849, -4.624328, -3.192403], [-0.387687, -5.879990, -3.161790], [0.388219, -6.111778, -2.003821], [0.288482, -4.944138, -1.306013], [-0.414819, -4.009550, -2.027979], [0.959438, -4.733249, 0.052094], [-3.271438, -3.189241, -2.894334], [-3.151721, -2.499222, -4.537606], [-1.955213, -2.170539, -3.313837], [-0.950361, -3.402986, -4.915287], [-2.147302, -4.679703, -4.928831], [-0.578822, -6.587174, -3.955377], [0.862692, -6.949475, -1.514387], [-0.571935, -2.986964, -1.718087], [1.584983, -3.841027, 0.078829], [1.484127, -5.635986, 0.364940], [0.129338, -4.673008, 0.755948], [2.207301, -2.793938, -4.867841], [3.058759, -1.619179, -4.312671], [3.630772, -0.867467, -5.408523], [4.809276, -1.244578, -6.061912], [4.960630, -0.298662, -7.079123], [3.934318, 0.653877, -7.009415], [3.095530, 0.263282, -6.038494], [3.800670, 1.847970, -7.880415], [2.075819, -3.597747, -4.143476], [2.542142, -3.236231, -5.806121], [1.159498, -2.552541, -5.046567], [3.872192, -1.854747, -3.626433], [2.475211, -0.887962, -3.753301], [5.410758, -2.083579, -5.744568], [5.854662, -0.072293, -7.641156], [2.165061, 0.778796, -5.851770], [3.636921, 2.742820, -7.279975], [2.971009, 1.728633, -8.577216], [4.681739, 2.103040, -8.469285], [-8.062687, -3.618230, -0.003290], [-7.817606, -2.386954, 0.805500], [-6.407770, -2.016996, 0.932045], [-5.490817, -1.940723, -0.106693], [-4.288027, -1.627370, 0.515457], [-4.522754, -1.441623, 1.855122], [-5.800653, -1.737278, 2.090026], [-3.533881, -1.123850, 2.860237], [-7.939806, -3.464941, -1.075439], [-9.071516, -3.939739, 0.255567], [-7.468959, -4.381600, 0.499561], [-8.161879, -2.591134, 1.819355], [-8.339700, -1.488837, 0.475508], [-5.850270, -2.201963, -1.091038], [-3.290472, -1.480758, 0.128430], [-6.226960, -1.620024, 3.075372], [-4.074879, -0.739314, 3.724852], [-2.979562, -0.277124, 2.455379], [-2.887553, -1.967470, 3.102457], [3.970385, 0.338216, 3.833712], [2.512416, -0.224728, 4.024423], [2.357321, -1.750513, 3.888348], [1.028383, -2.388488, 4.476498], [0.972565, -3.818072, 3.900560], [-0.267266, -1.613930, 4.234391], [-1.280223, -2.244019, 5.305825], [-0.449716, -2.755222, 6.446525], [1.022953, -2.514506, 6.005528], [4.052022, 1.309130, 4.322346], [4.196001, 0.205464, 2.775611], [4.657083, -0.301971, 4.387523], [2.053072, 0.304212, 3.189361], [2.122040, 0.102427, 4.988116], [3.194542, -2.273971, 4.350036], [2.428499, -1.949552, 2.819047], [0.744211, -3.778989, 2.835469], [0.169649, -4.396780, 4.357212], [1.937634, -4.313121, 4.008576], [-0.619808, -1.890423, 3.240735], [0.001770, -0.583431, 4.466301], [-1.773184, -3.090400, 4.827582], [-2.057460, -1.545012, 5.614699], [-0.730426, -3.804865, 6.533416], [-0.569118, -2.283596, 7.421931], [1.705028, -3.231660, 6.462231], [1.260434, -1.552963, 6.460632], [-5.203367, 6.659653, 4.275266], [-5.445606, 5.610894, 3.214762], [-4.130229, 4.914168, 2.738572], [-4.344475, 3.788319, 1.595609], [-4.896151, 2.476862, 2.226916], [-2.888270, 3.593545, 0.971158], [-2.836729, 4.761938, -0.105607], [-4.237341, 5.189141, -0.375168], [-5.164735, 4.308220, 0.431888], [-4.452656, 6.376633, 5.013126], [-6.093094, 6.986102, 4.813702], [-4.901282, 7.549305, 3.722664], [-6.147164, 5.908545, 2.435442], [-6.032379, 4.842158, 3.717588], [-3.544202, 4.502080, 3.560077], [-3.479293, 5.658412, 2.279789], [-4.920768, 1.689083, 1.473983], [-5.922854, 2.735987, 2.485472], [-4.185763, 2.270361, 3.027410], [-2.946673, 2.614642, 0.495290], [-2.082638, 3.539687, 1.703383], [-2.268236, 4.489524, -0.994826], [-2.149864, 5.496509, 0.314767], [-4.400645, 5.180223, -1.452821], [-4.466958, 6.215232, -0.087900], [-5.400454, 3.385389, -0.098133], [-6.149953, 4.648865, 0.750331], [4.627767, -1.571784, 0.313529], [4.920593, -0.340129, -0.561253], [6.359011, -0.537100, -1.205679], [6.967570, 0.578898, -2.164091], [8.480777, 0.322187, -2.521640], [6.735595, 1.958121, -1.566187], [6.982591, 2.944970, -2.726707], [6.332393, 2.260553, -3.882460], [6.303786, 0.688996, -3.516058], [4.647901, -2.503614, -0.251618], [3.592774, -1.565857, 0.655352], [5.345818, -1.606753, 1.132857], [4.886576, 0.570241, 0.037234], [4.138172, -0.240869, -1.313621], [6.390080, -1.423474, -1.839312], [7.163615, -0.712886, -0.491667], [8.936873, 0.502937, -1.548296], [8.859312, 1.067378, -3.221278], [8.559221, -0.699171, -2.894167], [7.362200, 2.049639, -0.679014], [5.680185, 1.987911, -1.295392], [8.071031, 2.990769, -2.762914], [6.642231, 3.979569, -2.683623], [6.854116, 2.429278, -4.824499], [5.332585, 2.669609, -4.027873], [6.772793, 0.018604, -4.236260], [5.278496, 0.324584, -3.452106], [1.639001, 3.829849, -2.834152], [0.562850, 2.823157, -2.637693], [-0.139620, 2.929591, -1.349877], [0.576589, 1.500102, -3.269029], [-0.414291, 3.553085, -3.742229], [2.714180, 2.996111, -1.840721], [3.206293, 1.719110, -2.355129], [2.604176, 3.222560, -0.330702], [3.915119, 4.008491, -2.179913], [-2.980898, 1.046834, 5.085306], [-3.046320, 0.936612, 6.637855], [-3.908056, 1.917331, 7.378300], [-1.896454, 0.375631, 7.367550], [-3.919939, -0.400670, 6.549052], [-1.653705, 2.117198, 5.160500], [-0.308795, 1.673040, 5.565845], [-2.006966, 3.499454, 5.488923], [-1.468748, 2.301085, 3.615487], [-3.023298, 0.658263, -2.733919], [-4.376774, 1.267722, -2.489700], [-4.992344, 1.143140, -1.410602], [-4.731376, 2.049896, -3.377402], [-2.329954, 1.476470, -2.928650], [-2.985573, -0.043569, -3.567043], [-2.673926, 0.317864, -1.759155]],
  "atomic_forces_ev_per_a": [[1.01, 0.17, 1.88], [-2.84, -1.37, -1.93], [-0.20, 0.73, 0.99], [0.50, 0.09, 0.57], [-0.39, 0.34, 0.39], [0.33, -0.32, -0.52], [0.30, 0.10, -0.90], [1.12, -0.33, 0.16], [0.11, -0.18, -0.76], [-0.07, 0.24, -0.24], [0.00, -0.21, 0.37], [0.76, 0.88, -0.07], [-1.94, 1.36, -0.38], [3.36, -0.30, 3.77], [1.00, -1.96, 0.56], [-2.12, 1.18, -1.60], [0.31, 2.08, -0.14], [-0.36, -1.81, -0.60], [-1.53, -0.24, -0.56], [0.03, -0.74, -0.25], [-0.03, -0.08, 0.08], [-0.26, 0.39, 0.03], [0.41, -0.37, 0.10], [0.37, -0.58, 0.41], [-0.04, 0.12, 0.04], [-0.09, -0.15, -0.65], [-0.13, 0.27, 0.50], [-0.27, -0.11, -0.20], [0.28, -0.01, -0.71], [0.09, 0.63, -0.02], [-0.53, -0.36, 0.89], [-0.63, 0.81, -1.29], [0.61, -0.69, 0.70], [-0.69, 2.23, -1.76], [0.46, -0.18, 1.34], [3.13, 0.06, -2.44], [-2.49, 0.50, 1.41], [-0.17, -0.54, 0.71], [0.50, -0.27, 0.25], [0.52, 0.20, 0.14], [0.06, 0.82, -0.16], [0.11, -0.78, -0.06], [-0.48, -0.18, 0.09], [-0.06, 0.13, -0.19], [-0.19, -0.31, -0.31], [0.09, -0.43, 0.39], [-0.32, -0.11, 0.28], [-0.15, -0.04, 0.06], [0.26, -0.74, 0.17], [-0.32, -0.20, 0.75], [-0.27, 1.10, 0.79], [0.53, -0.16, 0.34], [0.61, -0.10, 1.87], [-0.48, 0.19, -1.24], [-0.78, -1.32, -1.09], [0.00, 0.61, -0.05], [-0.12, 1.02, 0.07], [0.14, -0.46, 0.17], [-0.25, 0.15, -0.58], [0.45, -0.33, -0.85], [0.03, 0.15, 0.07], [-0.14, -0.15, -0.26], [0.61, 0.36, -0.04], [0.21, 0.04, -0.15], [-0.32, -0.25, -0.22], [0.20, -0.28, 0.16], [0.45, -0.25, 0.16], [-0.19, 0.14, -0.19], [-0.67, -2.11, 1.05], [0.48, 0.54, 0.04], [-0.26, 0.69, 0.04], [1.16, -1.26, 0.18], [-0.33, 0.78, -0.22], [-0.50, -1.40, 1.16], [0.31, 1.15, -1.41], [0.96, -0.68, -0.13], [-0.66, 0.40, 0.84], [-0.08, 0.19, -0.85], [0.33, 0.83, 0.08], [0.30, -0.09, 0.03], [-1.11, -0.28, 0.37], [-0.14, 0.22, -0.11], [-0.22, -0.12, 0.37], [-0.58, -0.49, 0.02], [0.01, 0.45, -0.01], [0.20, 0.19, 0.31], [-0.08, 0.19, 0.36], [0.28, 0.87, -0.37], [-0.48, 0.09, -0.44], [-0.11, 0.06, -0.09], [0.26, 0.11, -0.19], [0.56, -0.15, 0.43], [-0.33, 0.15, -0.24], [0.25, -0.21, -0.81], [0.32, 0.24, -0.58], [0.25, 1.14, -0.68], [-0.24, -2.33, 0.79], [-1.14, 0.27, -1.40], [1.77, 0.78, 1.71], [0.63, 1.97, -1.08], [-1.79, 0.11, -1.42], [2.18, -1.14, 1.60], [-1.16, 1.34, -0.24], [0.05, -2.15, -0.15], [0.05, -0.03, -0.16], [-0.18, -0.44, -0.09], [0.52, 0.29, 0.40], [0.62, 0.51, -0.29], [-0.04, -0.46, 0.07], [-0.33, -0.44, 0.00], [-0.04, -0.06, -0.27], [0.22, 0.16, -0.24], [0.19, -0.31, 0.61], [-0.58, -0.23, 0.26], [-0.04, 0.02, -0.22], [-0.44, 0.45, 0.21], [-0.39, -0.66, -0.02], [-0.50, 0.59, 0.16], [-0.51, -0.46, 0.13], [0.46, 0.26, 0.12], [0.17, -0.16, -0.49], [0.41, 0.58, 0.20], [0.00, 0.18, -0.41], [1.13, -0.29, -0.59], [0.29, 0.45, -1.04], [-0.05, 0.16, -0.77], [-1.64, 0.47, 1.96], [-0.44, 0.41, -0.07], [1.17, -0.45, 1.03], [-0.07, -1.78, -0.91], [-1.21, 1.02, -0.47], [0.50, -0.04, -0.19], [0.06, 0.50, 0.38], [-0.21, -0.26, 0.17], [0.04, -0.07, 0.06], [0.21, 0.08, -0.19], [-0.33, -0.08, -0.08], [-0.24, 0.28, 0.43], [0.63, -0.48, -0.21], [-0.44, -0.20, -0.07], [0.10, 0.19, 0.15], [-0.01, 0.18, -0.07], [0.08, -0.09, 0.13], [0.13, 0.23, -0.64], [-0.23, -0.26, 0.83], [0.10, -0.12, 0.03], [-0.15, -0.47, 0.15], [0.31, 0.27, 0.08], [-0.13, 0.28, 0.23], [5.45, -0.25, 1.84], [-10.36, -3.32, -1.96], [1.17, -0.40, -1.81], [1.03, 1.49, 1.38], [0.20, -0.10, 1.09], [3.27, 2.53, 3.61], [-0.63, 1.55, 0.91], [0.04, -1.35, -5.07], [0.13, -0.36, -0.03], [3.76, 2.61, -0.19], [-3.53, -1.69, 6.84], [2.57, -2.56, -2.52], [-1.28, 1.54, -1.43], [-0.98, -0.24, 0.16], [2.60, 3.54, -1.82], [-2.82, -0.13, -0.59], [-0.06, -2.38, 0.49], [-0.22, -0.85, -1.12], [0.75, 0.08, 1.21], [-0.22, 1.83, -1.03], [-0.17, -1.19, 2.01], [-0.53, 0.40, -1.18], [-0.12, 0.04, -0.48], [-0.01, -0.09, 0.25], [0.26, -1.04, -0.15]],
  "largest_force_ha_per_bohr": 0.215,
  "spin_multiplicity": 2,
  "total_energy_ha": -5270.48969,
  "lumo_energy_ev": [-2.0486, -2.0658],
  "homo_lumo_gap_ev": [3.299, 5.591],
  "charge": 1,
  "s2": 0.759
}